1.
The following is a DFT calculation (wB97M-V/def2-TZVPD) of 3 unconnected molecules or ions with the total composition C2H9O2S at a distorted geometry.

Calculated values
- HOMO: -3.069 eV
- Frontier orbital gap: 7.065 eV
- Charge: -1
- LUMO level: 4.0 eV

XYZ file:
```
14
Properties=species:S:1:pos:R:3:forces:R:3
C 1.9870 -0.2595 0.5565 -2.3 0.6 -0.4
C 0.8941 -0.1584 -0.6624 0.3 2.3 0.7
S -0.9647 -0.1021 -0.3844 1.0 -0.6 0.8
H 1.8810 0.5344 1.3147 -0.4 0.1 -0.4
H 1.7411 -1.1634 1.1282 0.5 -0.1 -0.3
H 3.0286 -0.1575 0.2517 0.0 -0.6 -0.4
H 0.9695 0.8146 -1.2370 0.7 -0.9 0.8
H 1.1277 -0.9052 -1.3862 0.1 -0.9 -0.4
H -3.2020 -2.2312 -0.0676 -0.7 0.1 -0.4
H -1.8507 -2.0987 0.4114 -0.1 -0.7 -0.2
O -2.5544 -2.8079 0.3251 0.8 0.6 0.5
H -1.3365 2.1242 0.2698 0.6 1.8 -1.8
H -0.4011 3.3870 -0.2529 -1.1 -0.9 0.2
O -1.3196 3.0238 -0.2668 0.6 -0.7 1.4
```
Positions in Å, forces in eV/Å.



2.
The following is a DFT calculation (wB97M-V/def2-TZVPD) of 3 unconnected molecules or ions with the total composition C2H9O3 at a distorted geometry.

Calculated values
- HOMO: -3.837 eV
- Frontier orbital gap: 8.035 eV
- Charge: -1
- LUMO level: 4.2 eV

XYZ file:
```
14
Properties=species:S:1:pos:R:3:forces:R:3
C -0.6672 0.5507 -0.5579 -2.6 0.8 -2.0
O -0.3287 -0.7004 -1.0491 0.6 0.3 0.7
C -1.0073 1.4968 -1.7735 1.4 -1.4 0.8
H 0.0150 1.0002 0.1312 0.8 0.2 0.4
H -1.6754 0.5407 -0.1063 0.3 -0.3 0.8
H -0.2076 1.3486 -2.4958 0.2 0.5 -0.2
H -1.1148 2.5069 -1.4245 0.0 0.6 -0.1
H -1.9046 1.1438 -2.2518 -0.5 -0.1 -0.1
H 0.9476 -1.0831 2.2974 -0.1 -0.4 -0.9
H 2.2131 -0.7113 3.0798 0.3 -0.2 0.1
O 1.4216 -0.3297 2.7146 -0.3 0.7 0.5
H 1.5777 -2.3659 0.8011 0.1 0.0 -0.2
H 0.1014 -1.1630 -0.2522 0.1 -1.1 -0.2
O 0.6294 -2.2343 0.8870 -0.2 0.4 0.3
```
Positions in Å, forces in eV/Å.



3.
The following is a DFT calculation (wB97M-V/def2-TZVPD) of 3 unconnected molecules or ions with the total composition C2H9O3 at a distorted geometry.

Calculated values
- HOMO: -3.909 eV
- Frontier orbital gap: 8.356 eV
- Charge: -1
- LUMO level: 4.4 eV

XYZ file:
```
14
Properties=species:S:1:pos:R:3:forces:R:3
C 0.0324 -0.9882 -0.1009 -0.2 0.2 -0.4
O -0.8735 0.0640 -0.0567 -0.1 -0.8 -0.2
C 0.4041 -1.5102 1.3131 0.3 0.9 -0.8
H 0.9359 -0.6420 -0.6432 0.2 -0.3 0.2
H -0.3669 -1.8132 -0.7250 0.1 -0.1 0.2
H 0.1684 -0.6453 1.9333 -0.3 -0.4 0.5
H 1.4821 -1.6504 1.4147 0.0 -0.4 0.0
H -0.1440 -2.4146 1.5534 -0.1 0.0 0.4
H 0.1570 1.7659 -2.1368 0.9 0.6 0.7
H -0.7777 0.6331 -1.6937 0.1 0.4 0.4
O -0.5478 1.2331 -2.4552 -1.0 -0.9 -0.9
H -0.4945 2.7114 0.4509 0.7 -0.5 0.3
H -0.1957 1.1528 0.4150 -0.2 0.5 0.1
O 0.2203 2.1036 0.7312 -0.5 0.6 -0.3
```
Positions in Å, forces in eV/Å.